Entry 1:
A structure of composition C10H13ClO3PdS at a distorted geometry, computed with wB97M-V/def2-TZVPD.

Values from the calculation:
**Expectation value of S²**: 6.02
**Net charge**: +2
**Multiplicity**: 5
**Lowest unoccupied orbital energy (alpha / beta)**: -0.238 / -0.430 Eh
**Gap between HOMO and LUMO (alpha / beta)**: 8.10 / 5.00 eV

Each line ends with the Löwdin spin population.
CARTESIAN COORDINATES (ANGSTROEM)
Cl -1.34921 2.69975 -1.21504  0.33
C -0.85328 -1.81977 -1.15707  0.36
C 0.54179 -1.98523 -0.95688  0.34
C 1.22753 -1.00593 -1.71853  0.24
H 1.01416 -2.78362 -0.37987  0.01
C 0.25384 -0.24904 -2.48081  0.23
C -1.05588 -0.75691 -2.08927  0.14
H -1.98689 -0.40758 -2.52835  0.00
H -1.63700 -2.45189 -0.73908  0.01
H 2.30341 -0.85242 -1.80353  0.00
C 0.53719 0.69735 -3.58701  0.04
Pd -0.11191 0.71510 -0.56194  0.83
C 1.48498 1.17060 0.50789  0.08
O 2.29570 1.38591 1.29337  0.02
C -1.58876 1.63250 0.37365  0.23
O -2.36685 1.87690 1.22158  0.10
H 1.48993 1.20756 -3.41674  0.00
H -0.25390 1.44748 -3.66073  0.01
H 0.60148 0.16827 -4.54396  0.02
C -2.26273 -0.50986 3.44704  0.06
S -0.52340 -0.80190 3.17411  0.30
C -0.38068 -2.45116 3.83980  0.06
O -0.33367 -0.95175 1.69164  0.57
H -2.46542 -0.73932 4.49948  0.00
H -2.82325 -1.16391 2.76818  0.01
H -2.45718 0.54638 3.22210  0.00
H -1.18977 -3.06312 3.42576  0.01
H 0.59970 -2.84793 3.55298  0.00
H -0.46200 -2.36593 4.92782  0.00

---

Entry 2:
A cluster of 2 separate species, H2N3O in total at a distorted geometry, computed with wB97M-V/def2-TZVPD.

Values from the calculation:
**Net charge**: -1
**Lowest unoccupied orbital energy**: 0.197 Eh
**Gap between HOMO and LUMO**: 8.72 eV

Each line ends with the natural charge from an NBO analysis.
CARTESIAN COORDINATES (ANGSTROEM)
N 2.46598 -0.06047 -0.28835  -0.47
N 0.36345 0.66520 0.44842  -0.57
N 1.38260 0.28034 -0.00980  0.19
O -1.86939 -0.18292 -0.00688  -1.04
H -0.93291 0.32774 -0.01923  0.45
H -1.40973 -1.02988 -0.12416  0.43

---

Entry 3:
A structure of composition C33H41Cl4GeIN5O6PTi at a distorted geometry, computed with wB97M-V/def2-TZVPD.

Values from the calculation:
**Expectation value of S²**: 0.75
**Net charge**: +1
**Multiplicity**: 2
**Lowest unoccupied orbital energy (alpha / beta)**: -0.152 / -0.155 Eh
**Gap between HOMO and LUMO (alpha / beta)**: 6.35 / 6.26 eV

Each line ends with the Löwdin spin population.
CARTESIAN COORDINATES (ANGSTROEM)
Ti -0.03322 -0.07551 0.05622  0.93
O -1.30375 1.57289 3.78643  0.01
C -0.97950 1.32963 2.54321  0.01
O -0.57836 0.24013 2.14658  0.00
C -1.07016 2.43853 1.57884  0.01
C -1.43043 3.75041 1.80406  0.00
C -1.34791 4.63189 0.72528  0.01
C -0.89965 4.17617 -0.50314  0.00
C -0.57707 2.83038 -0.63369  0.01
N -0.67712 1.99525 0.38294  0.00
C -0.03069 2.14816 -1.87438  0.00
O 0.34807 2.80837 -2.80807  0.00
O -0.00766 0.85531 -1.72520  -0.01
H -1.15063 0.77899 4.32792  0.00
H -1.75291 4.07479 2.78353  0.00
H -1.61890 5.67058 0.85700  0.00
H -0.78529 4.82661 -1.35959  0.00
Cl 4.39185 -1.25198 -2.12645  0.00
Ge 2.42840 -0.53875 -3.09735  0.00
Cl 1.08736 -1.84729 -1.32046  0.01
Cl 2.20512 -2.19299 -4.53815  0.00
C -1.18034 -2.50954 2.95398  0.00
P -0.37255 -2.53176 1.31247  -0.01
C 1.15388 -3.45192 1.68752  0.00
C -1.40052 -3.70184 0.38471  0.00
C -2.78428 -3.68697 0.56006  0.00
C -3.59821 -4.52984 -0.17773  0.00
C -3.03663 -5.39677 -1.10420  0.00
C -1.66147 -5.41528 -1.29097  0.00
C -0.84315 -4.57205 -0.55085  0.00
H -1.37555 -3.52336 3.30312  0.00
H -2.11887 -1.95656 2.92209  0.00
H -0.50831 -2.01111 3.65369  0.00
H 0.91772 -4.42230 2.12494  0.00
H 1.74281 -2.86739 2.39538  0.00
H 1.74745 -3.58436 0.78575  0.00
H -3.23814 -3.01463 1.27857  0.00
H -4.66947 -4.51709 -0.03036  0.00
H -3.67469 -6.06372 -1.67085  0.00
H -1.21906 -6.08982 -2.01212  0.00
H 0.22529 -4.59052 -0.71532  0.00
C -4.18390 3.08269 -2.05326  0.00
C -4.33691 2.28522 -3.35443  0.00
C -4.81273 3.28130 -4.42577  0.00
C -2.96504 1.75223 -3.78723  0.00
C -5.40655 1.15392 -3.17977  0.00
O -6.68902 1.75310 -2.97070  0.00
C -5.43316 0.20681 -4.39760  0.00
C -6.68426 -0.67518 -4.54994  0.00
C -6.63397 -2.01097 -3.84737  0.00
C -7.59395 -2.37019 -2.90686  0.00
C -7.57296 -3.61728 -2.29448  0.00
C -6.57938 -4.51669 -2.63894  0.00
Cl -6.55099 -6.09219 -1.90007  0.00
C -5.61155 -4.18554 -3.57302  0.00
C -5.64412 -2.93617 -4.16549  0.00
C -5.29152 0.38317 -1.84865  0.00
N -3.99643 -0.20207 -1.54395  0.00
C -3.16747 0.13903 -0.56922  0.00
N -2.07339 -0.60636 -0.62804  0.01
C -2.30438 -1.41990 -1.70348  0.00
N -3.45704 -1.20101 -2.27671  0.00
H -3.60959 3.99000 -2.25264  0.00
H -3.64059 2.52383 -1.28578  0.00
H -5.15531 3.37857 -1.65416  0.00
H -4.01622 4.00035 -4.62062  0.00
H -5.68287 3.84888 -4.09234  0.00
H -5.04655 2.80345 -5.37757  0.00
H -2.27063 2.58844 -3.89141  0.00
H -3.00936 1.24897 -4.75299  0.00
H -2.52517 1.05558 -3.07167  0.00
H -6.98151 2.15724 -3.79478  0.00
H -4.54455 -0.42389 -4.36564  0.00
H -5.34026 0.81687 -5.29701  0.00
H -6.82353 -0.86647 -5.61651  0.00
H -7.56886 -0.13003 -4.22013  0.00
H -8.38151 -1.66940 -2.65324  0.00
H -8.32779 -3.89477 -1.57164  0.00
H -4.84870 -4.90289 -3.84083  0.00
H -4.88600 -2.68322 -4.89722  0.00
H -6.03084 -0.41379 -1.83882  0.00
H -5.52614 1.07100 -1.03770  0.00
H -3.38549 0.90792 0.15374  0.00
H -1.60119 -2.16039 -2.04798  0.00
N 4.14243 0.59051 0.57270  0.00
C 2.94892 0.84898 1.06355  0.00
O 1.90891 0.53766 0.44999  0.02
C 2.87237 1.54404 2.39472  0.00
I 2.39992 0.13158 3.92133  0.00
H 4.23822 0.01852 -0.27471  0.00
H 4.97542 0.84297 1.07736  0.00
H 2.07603 2.28145 2.38287  0.00
H 3.80866 2.01013 2.68263  0.00

---

Entry 4:
A structure of composition C37H26CrN6O8, computed with wB97M-V/def2-TZVPD.

Values from the calculation:
**Expectation value of S²**: 0.76
**Net charge**: -1
**Multiplicity**: 2
**Lowest unoccupied orbital energy (alpha / beta)**: 0.067 / 0.067 Eh
**Gap between HOMO and LUMO (alpha / beta)**: 6.66 / 6.38 eV

Each line ends with the Löwdin spin population.
CARTESIAN COORDINATES (ANGSTROEM)
Cr -2.99153 -0.19420 -1.14007  0.97
C -4.94270 -1.78780 -4.45012  0.00
O -5.02428 -3.09163 -3.86498  0.00
C -5.45878 -3.12809 -2.56572  0.00
C -6.53991 -3.92903 -2.25811  0.00
C -7.01630 -4.01329 -0.95117  0.00
C -6.41324 -3.26067 0.03416  0.00
C -5.31712 -2.44010 -0.25208  0.00
C -4.74764 -1.63862 0.81730  -0.01
N -3.81579 -0.78638 0.63472  0.00
N -3.40076 -0.07240 1.74903  0.00
C -2.46442 0.75282 1.38060  0.00
O -2.02375 0.87090 0.17622  0.00
C -1.76309 1.53581 2.43461  0.00
C -0.64559 2.28538 2.08399  0.00
C 0.08110 2.95371 3.05945  0.00
C -0.30815 2.88115 4.38971  0.00
C -1.43284 2.14282 4.74089  0.00
C -2.15710 1.47194 3.76883  0.00
C -4.79509 -2.39721 -1.55850  0.00
O -3.70335 -1.72934 -1.87789  0.02
H -4.00519 -1.29320 -4.20223  0.00
H -5.77107 -1.15981 -4.11440  0.00
H -5.01143 -1.93229 -5.52684  0.00
H -7.00888 -4.47899 -3.06458  0.00
H -7.86522 -4.64358 -0.72108  0.00
H -6.78855 -3.28760 1.05103  0.00
H -5.15592 -1.74447 1.82104  0.00
H -0.35747 2.32505 1.04168  0.00
H 0.95022 3.53645 2.77845  0.00
H 0.25679 3.40490 5.15155  0.00
H -1.74477 2.09176 5.77699  0.00
H -3.02852 0.88397 4.02358  0.00
O -3.10564 2.11026 -4.29358  0.00
C -3.24269 1.53124 -3.24098  0.00
O -2.33359 0.77881 -2.67328  0.00
C -4.58000 1.60845 -2.42483  0.00
O -5.52682 2.23894 -2.83713  0.00
O -4.54010 0.93998 -1.30566  0.01
C 10.26878 2.89235 -0.51933  0.00
O 9.48091 2.74145 0.64476  0.00
C 8.23800 2.20572 0.49447  0.00
C 7.48137 2.08721 1.65720  0.00
C 6.20847 1.55702 1.60218  0.00
C 5.65842 1.12905 0.39303  0.00
C 6.42393 1.25491 -0.75942  0.00
C 7.70380 1.78799 -0.71958  0.00
C 4.31008 0.56130 0.29402  0.00
N 3.71984 0.22480 -0.82751  0.00
C 2.47969 -0.24034 -0.45969  0.00
C 2.32684 -0.18934 0.90113  0.00
N 3.50894 0.32680 1.37904  0.00
C 1.17132 -0.68417 1.57887  0.00
C 1.03989 -0.79016 2.96708  0.00
C -0.08590 -1.37788 3.48648  0.00
C -1.04784 -1.86927 2.59775  0.00
N -0.95485 -1.76210 1.28970  0.00
C 0.11471 -1.14857 0.76848  0.00
C 0.19249 -1.03699 -0.69414  0.00
N -0.91801 -1.28286 -1.42280  0.00
C -0.78518 -1.39925 -2.73205  0.00
C 0.42044 -1.20035 -3.41111  0.00
C 1.51167 -0.78424 -2.69701  0.00
C 1.40849 -0.69511 -1.30410  0.00
H 11.20612 3.33555 -0.19453  0.00
H 9.78721 3.55520 -1.24297  0.00
H 10.47015 1.92752 -0.99228  0.00
H 7.90917 2.42268 2.59242  0.00
H 5.64195 1.49025 2.52332  0.00
H 5.99725 0.92947 -1.69840  0.00
H 8.26767 1.87194 -1.63698  0.00
H 3.74061 0.49764 2.33996  0.00
H 1.81699 -0.41417 3.62304  0.00
H -0.23306 -1.46866 4.55406  0.00
H -1.94246 -2.35406 2.97379  0.00
H -1.69349 -1.61496 -3.27818  0.00
H 0.44767 -1.29952 -4.48699  0.00
H 2.44712 -0.52248 -3.17430  0.00

---

Entry 5:
A cluster of 4 separate species, C16H38FN4O6 in total, computed with wB97M-V/def2-TZVPD.

Values from the calculation:
**Net charge**: +1
**Lowest unoccupied orbital energy**: -0.108 Eh
**Gap between HOMO and LUMO**: 8.06 eV

Each line ends with the natural charge from an NBO analysis.
CARTESIAN COORDINATES (ANGSTROEM)
N 0.15931 -6.06292 3.40270  -0.76
C 0.12856 -4.98795 2.61421  0.58
N -0.49960 -4.88880 1.44304  -0.47
C -0.28228 -3.65223 1.05447  0.29
N 0.46340 -2.96167 1.89329  -0.14
C 0.97875 -1.59717 1.79912  -0.27
C 0.53077 -0.77584 2.99777  0.04
F -0.77839 -1.11583 3.30802  -0.35
N 0.75051 -3.82657 2.90687  -0.37
H -0.13439 -6.95390 3.04628  0.44
H 0.44155 -5.98650 4.36137  0.42
H -0.63996 -3.19706 0.14729  0.24
H 2.06208 -1.66028 1.72950  0.25
H 0.58928 -1.20780 0.86401  0.26
H 0.56815 0.28436 2.77055  0.21
H 1.15758 -0.99460 3.86107  0.17
H 1.32611 -3.60882 3.70224  0.44
C 4.55979 -3.53062 -3.48312  -0.26
O 3.17598 -3.72188 -3.23020  -0.54
C 2.87971 -4.11403 -1.91012  -0.09
C 2.37133 -2.94992 -1.08729  -0.08
O 3.34293 -1.94646 -0.87754  -0.56
C 3.21068 -0.82519 -1.74556  -0.28
H 4.64477 -3.04987 -4.45450  0.20
H 5.02291 -2.89479 -2.72586  0.18
H 5.08371 -4.49076 -3.51753  0.18
H 3.75631 -4.55547 -1.42518  0.18
H 2.09665 -4.87902 -1.95800  0.18
H 2.09120 -3.32363 -0.09493  0.14
H 1.48030 -2.52164 -1.56410  0.17
H 2.34755 -0.21136 -1.46341  0.20
H 3.10887 -1.13891 -2.78548  0.19
H 4.11593 -0.23141 -1.64094  0.19
C 1.76202 3.76846 -2.55428  -0.25
O 0.68504 3.99358 -1.66262  -0.55
C -0.27927 2.95604 -1.64628  -0.10
C -0.11453 2.06698 -0.43815  -0.09
O 1.12203 1.35519 -0.45622  -0.58
C 2.12233 1.94326 0.35291  -0.25
H 2.52063 4.51883 -2.34207  0.20
H 2.19499 2.77369 -2.42216  0.17
H 1.43787 3.88097 -3.59389  0.18
H -0.22629 2.36169 -2.56359  0.18
H -1.26722 3.41917 -1.59652  0.21
H -0.92193 1.32783 -0.43350  0.18
H -0.19177 2.66157 0.47769  0.18
H 1.91522 1.75158 1.41468  0.15
H 2.20074 3.02035 0.20009  0.20
H 3.07454 1.48189 0.09401  0.19
C -3.29821 4.61727 0.06828  -0.26
O -3.49892 3.23553 -0.18775  -0.56
C -3.74257 2.47703 0.98436  -0.09
C -5.21340 2.18479 1.18207  -0.09
O -5.95550 3.36286 1.42035  -0.55
C -6.66201 3.83898 0.28728  -0.25
H -3.34759 5.14016 -0.88463  0.20
H -4.06469 5.01556 0.73447  0.19
H -2.31046 4.78842 0.51244  0.17
H -3.34675 2.99509 1.86391  0.18
H -3.20744 1.52559 0.87990  0.17
H -5.32764 1.53842 2.05852  0.18
H -5.60667 1.64932 0.31208  0.17
H -7.52105 3.19730 0.06678  0.17
H -6.01911 3.89446 -0.59401  0.18
H -7.02244 4.83669 0.52782  0.20

---

Entry 6:
A structure of composition C5H8O3S at a distorted geometry, computed with wB97M-V/def2-TZVPD.

Values from the calculation:
**Net charge**: 0
**Lowest unoccupied orbital energy**: -0.009 Eh
**Gap between HOMO and LUMO**: 10.11 eV

Each line ends with the natural charge from an NBO analysis.
CARTESIAN COORDINATES (ANGSTROEM)
C -0.88018 -0.21550 -0.33408  -0.37
C -1.79660 -1.17046 -0.35717  -0.35
C 0.42642 -0.09877 0.31789  0.43
C 0.40107 0.07143 1.74106  -0.69
C 1.65748 -0.55089 -0.36726  -0.69
O -0.04004 1.16510 -2.40027  -0.95
O -1.87482 2.13978 -1.20133  -0.92
O 0.29585 1.78432 -0.05717  -0.84
S -0.67083 1.41068 -1.14710  2.42
H -2.57885 -1.01315 -1.12433  0.24
H -1.73912 -1.93421 0.36258  0.21
H -0.56471 0.62931 1.89300  0.25
H 1.07272 0.80820 2.11195  0.26
H 0.42714 -0.75931 2.26672  0.24
H 2.58457 -0.25606 0.07788  0.24
H 1.67980 -0.36158 -1.40823  0.28
H 1.60011 -1.64889 -0.37414  0.25

---

Entry 7:
The molecule C5H9FO at a distorted geometry, computed with wB97M-V/def2-TZVPD.

Values from the calculation:
**Net charge**: 0
**SMILES string**: CO/C(C)=C(/C)F
**Lowest unoccupied orbital energy**: 0.038 Eh
**Gap between HOMO and LUMO**: 9.49 eV

Each line ends with the natural charge from an NBO analysis.
CARTESIAN COORDINATES (ANGSTROEM)
C 1.81623 -1.41232 0.73608  -0.25
O 0.41326 -1.25113 1.02198  -0.51
C -0.22897 -0.22572 0.36777  0.24
C -1.49172 0.17315 1.17453  -0.64
C 0.04039 0.22331 -0.86502  0.30
C -0.57982 1.35389 -1.63755  -0.67
F 1.11038 -0.25016 -1.55110  -0.35
H 2.02188 -1.86664 -0.23321  0.19
H 2.29823 -0.45075 0.74167  0.18
H 2.17244 -2.01356 1.57940  0.19
H -1.26716 0.59203 2.17351  0.22
H -1.99688 -0.75601 1.42199  0.23
H -2.16771 0.84451 0.63896  0.22
H 0.15040 2.17292 -1.78250  0.22
H -1.41703 1.82387 -1.14579  0.22
H -0.87392 1.04261 -2.64071  0.22

---

Entry 8:
The molecule C2H8N2O at a distorted geometry, computed with wB97M-V/def2-TZVPD.

Values from the calculation:
**Net charge**: 0
**SMILES string**: CON(C)N
**Lowest unoccupied orbital energy**: 0.039 Eh
**Gap between HOMO and LUMO**: 10.39 eV

Each line ends with the natural charge from an NBO analysis.
CARTESIAN COORDINATES (ANGSTROEM)
C -0.33304 -1.70576 -0.39699  -0.28
O 0.16023 -0.69914 0.42411  -0.44
N -0.18882 0.50995 -0.21391  -0.03
C -0.59079 1.27308 0.96182  -0.45
N 1.29653 0.98330 -0.97548  -0.71
H -1.24045 -1.19194 -0.93388  0.21
H -0.73605 -2.47840 0.27926  0.19
H 0.61214 -2.05886 -1.03291  0.18
H -0.62798 2.35742 0.88560  0.21
H -1.58869 0.89192 1.16136  0.21
H 0.09204 0.99997 1.83742  0.19
H 2.00584 0.78999 -0.25544  0.35
H 1.13904 0.32848 -1.74097  0.36

---

- Which of these has the highest net charge?
  C10H13ClO3PdS